Entry 1:
{
  "formula": "C2H4N2OS3",
  "method": "ωB97M-V/def2-TZVPD",
  "symbols": ["O", "N", "C", "N", "S", "C", "S", "S", "H", "H", "H", "H"],
  "positions_angstrom": [[1.90398, 0.53585, -1.71158], [0.97110, -0.41330, -1.24842], [0.26262, 0.02417, -0.11238], [0.71005, 0.64512, 0.88717], [2.30324, 1.20386, 0.96699], [-1.16301, -0.48141, -0.07773], [-1.89861, -1.19337, -1.35317], [-2.02856, -0.28177, 1.42367], [2.77753, 0.12360, -1.60019], [0.39417, -0.69548, -1.98629], [2.21671, 1.47659, 2.29328], [-1.00315, 0.26981, 2.05549]],
  "smiles": "ON/C(=N\\S)C(=S)S",
  "orbital_gap_ev": 7.88,
  "relative_energy_kcal_mol": 43.7,
  "total_energy_ev": -39669.6743,
  "max_force_ha_per_bohr": 0.0470,
  "e_homo_ev": -8.94
}

***

Entry 2:
{
  "formula": "C2H4N2S",
  "method": "ωB97M-V/def2-TZVPD",
  "symbols": ["C", "S", "N", "C", "N", "H", "H", "H", "H"],
  "positions_angstrom": [[-1.53986, 0.48599, 0.16892], [-0.53666, -1.07131, 0.37436], [0.74303, -0.69870, -0.64840], [2.00388, -0.03553, 0.19273], [2.94569, 0.38138, 0.70140], [-0.83541, 1.11864, 0.64905], [-2.44537, 0.30381, 0.61014], [-1.67982, 0.87520, -0.86942], [1.34451, -1.35948, -1.17878]],
  "smiles": "CSNC#N",
  "orbital_gap_ev": 9.85,
  "relative_energy_kcal_mol": 54.6,
  "total_energy_ev": -15951.5140,
  "max_force_ha_per_bohr": 0.1202,
  "e_homo_ev": -9.49
}

***

Entry 3:
{
  "formula": "C2H4N2S",
  "method": "ωB97M-V/def2-TZVPD",
  "symbols": ["C", "C", "N", "N", "S", "H", "H", "H", "H"],
  "positions_angstrom": [[2.18727, 1.36787, -0.07492], [-1.88165, -1.59737, -0.08896], [1.56261, 0.33601, 0.13277], [-1.87276, -0.33990, 0.05942], [-0.91191, 0.89981, -0.13880], [3.24489, 1.40229, 0.38356], [1.58379, 2.37272, -0.16193], [-1.03832, -2.39402, -0.05452], [-2.87392, -2.04740, -0.05662]],
  "orbital_gap_ev": [6.94, 6.94],
  "relative_energy_kcal_mol": 102.0,
  "total_energy_ev": -15949.4612,
  "max_force_ha_per_bohr": 0.0732,
  "e_homo_ev": [-8.17, -8.17]
}

***

Entry 4:
{
  "formula": "C2H4N2S",
  "method": "ωB97M-V/def2-TZVPD",
  "symbols": ["C", "C", "N", "N", "S", "H", "H", "H", "H"],
  "positions_angstrom": [[-0.10554, -0.07135, 0.40557], [-0.84658, -0.67773, -0.73795], [1.15148, -0.91498, 0.43489], [0.04743, -1.76976, -1.04564], [-1.35183, -2.35231, -0.35670], [0.04685, 1.03435, 0.44340], [-0.57244, -0.45618, 1.33950], [-1.30455, -0.17776, -1.60135], [1.83227, -0.60786, -0.31100]],
  "orbital_gap_ev": [8.71, 8.91],
  "relative_energy_kcal_mol": 101.0,
  "total_energy_ev": -15949.5011,
  "max_force_ha_per_bohr": 0.0461,
  "e_homo_ev": [-8.66, -9.14]
}

***

Entry 5:
{
  "formula": "C2H4N2S2",
  "method": "ωB97M-V/def2-TZVPD",
  "symbols": ["C", "N", "S", "C", "N", "S", "H", "H", "H", "H"],
  "positions_angstrom": [[1.94008, -2.13497, -0.08444], [1.28916, -0.94108, 0.02873], [-0.09408, -1.00786, -0.90799], [-1.09660, 0.35905, -0.76569], [-1.44250, 1.43547, -0.11814], [-0.37166, 1.73972, 1.32524], [1.33858, -3.18508, -0.51823], [3.02712, -2.17779, 0.26181], [-1.86306, -0.16270, -1.48778], [0.96152, 1.01061, 0.79476]],
  "smiles": "C=NS/C=N\\S",
  "orbital_gap_ev": 8.22,
  "relative_energy_kcal_mol": 113.1,
  "total_energy_ev": -26785.1111,
  "max_force_ha_per_bohr": 0.1081,
  "e_homo_ev": -8.51
}

***

Entry 6:
{
  "formula": "C2H4N2S3",
  "method": "ωB97M-V/def2-TZVPD",
  "symbols": ["C", "C", "N", "N", "S", "S", "S", "H", "H", "H", "H"],
  "positions_angstrom": [[-0.08855, 1.32734, -0.90427], [0.04333, -0.20862, 0.95939], [-0.73647, 0.58713, -0.01594], [1.21707, -0.91851, 0.54060], [-0.75225, 2.39356, -2.08467], [1.56188, 1.39007, -0.98130], [1.12665, -2.15223, -0.37405], [0.22659, 0.56972, 1.86006], [-0.67785, -0.87567, 1.36294], [-1.71710, 0.39410, 0.02249], [-0.20331, -2.50690, -0.38524]],
  "spin_multiplicity": 3,
  "orbital_gap_ev": [8.54, 6.51],
  "relative_energy_kcal_mol": 0.0,
  "total_energy_ev": -37621.4581,
  "max_force_ha_per_bohr": 0.0646,
  "e_homo_ev": [-8.20, -8.57]
}

***

Entry 7:
{
  "formula": "C2H4N3O",
  "method": "ωB97M-V/def2-TZVPD",
  "symbols": ["C", "N", "C", "N", "O", "N", "H", "H", "H", "H"],
  "positions_angstrom": [[0.90564, -1.07230, -0.00485], [0.17666, 0.09675, -0.27406], [-1.04253, 0.68580, 0.79589], [-1.53109, 1.55954, 0.03839], [-0.84866, 1.59896, -1.23635], [0.06342, 0.74094, -1.27884], [1.41695, -1.33849, -1.03219], [1.62817, -0.91258, 0.78701], [0.14935, -1.74401, 0.39484], [-0.91791, 0.38539, 1.81016]],
  "total_charge": 1,
  "smiles": "C[n+]1cnon1",
  "orbital_gap_ev": 12.69,
  "relative_energy_kcal_mol": 113.4,
  "total_energy_ev": -8643.9951,
  "max_force_ha_per_bohr": 0.1130,
  "e_homo_ev": -17.95
}

***

Entry 8:
{
  "formula": "C2H4N3P",
  "method": "ωB97M-V/def2-TZVPD",
  "symbols": ["P", "C", "N", "C", "N", "N", "H", "H", "H", "H"],
  "positions_angstrom": [[2.25365, 0.15452, -0.20248], [0.43326, 0.11592, -0.24016], [-0.32946, -0.52959, -1.05183], [-1.61969, -0.30811, -0.67886], [-1.72609, 0.43629, 0.40004], [-0.51278, 0.70498, 0.82941], [2.30067, -1.19053, -0.64292], [2.03899, -0.30430, 1.11100], [-2.52060, -0.32862, -1.22781], [-0.31795, 1.24945, 1.70360]],
  "smiles": "Pc1ncn[nH]1",
  "orbital_gap_ev": 9.96,
  "relative_energy_kcal_mol": 24.9,
  "total_energy_ev": -15896.0478,
  "max_force_ha_per_bohr": 0.0770,
  "e_homo_ev": -9.16
}

***

Entry 9:
{
  "formula": "C2H4N4",
  "method": "ωB97M-V/def2-TZVPD",
  "symbols": ["C", "C", "N", "N", "N", "N", "H", "H", "H", "H"],
  "positions_angstrom": [[1.81571, -0.18871, -0.05296], [0.38691, 0.14753, 0.19037], [2.87397, -0.49865, -0.38005], [0.21407, 1.48969, -0.03204], [-1.70970, -1.61562, 0.11587], [-1.41270, -0.78581, -0.70548], [-0.04828, -0.52576, 0.91926], [-0.49253, 2.01499, 0.48262], [-2.68513, -1.93302, -0.16137], [1.05768, 1.89536, -0.37621]],
  "orbital_gap_ev": [8.76, 7.73],
  "relative_energy_kcal_mol": 98.9,
  "total_energy_ev": -8095.0272,
  "max_force_ha_per_bohr": 0.0413,
  "e_homo_ev": [-8.52, -7.57]
}

***

Entry 10:
{
  "formula": "C2H4N4",
  "method": "ωB97M-V/def2-TZVPD",
  "symbols": ["C", "N", "C", "N", "N", "N", "H", "H", "H", "H"],
  "positions_angstrom": [[1.05166, 1.10106, -0.04315], [-0.16662, 1.01804, 0.27609], [-1.04669, 0.03555, -0.16189], [-0.29621, -1.25615, -0.01015], [0.98380, -1.07197, 0.14438], [1.68670, -0.11261, -0.19799], [1.49248, 2.05623, 0.19485], [-2.03146, 0.15215, 0.32669], [-1.17101, 0.04785, -1.20119], [-0.50266, -1.97015, 0.67236]],
  "smiles": "C1=NCNN=N1",
  "orbital_gap_ev": 8.72,
  "relative_energy_kcal_mol": 90.9,
  "total_energy_ev": -8095.3742,
  "max_force_ha_per_bohr": 0.0874,
  "e_homo_ev": -8.58
}

***

Entry 11:
{
  "formula": "C2H4N4",
  "method": "ωB97M-V/def2-TZVPD",
  "symbols": ["H", "N", "C", "N", "C", "N", "N", "H", "H", "H"],
  "positions_angstrom": [[-2.40729, 0.50168, 0.15596], [-1.89537, -0.30180, -0.09461], [-0.71981, -0.13574, -0.13934], [0.10692, 0.88893, 0.15926], [1.37057, 0.40097, -0.04008], [1.40407, -0.92017, -0.12657], [0.15131, -1.23171, 0.05997], [-0.11619, 1.94755, -0.33050], [2.44990, 0.89252, -0.01612], [-0.34411, -2.04222, 0.37203]],
  "smiles": "[H]/N=c1\\[nH]cn[nH]1",
  "orbital_gap_ev": 8.63,
  "relative_energy_kcal_mol": 64.5,
  "total_energy_ev": -8096.5189,
  "max_force_ha_per_bohr": 0.1441,
  "e_homo_ev": -8.02
}

***

Entry 12:
{
  "formula": "C2H4N4",
  "method": "ωB97M-V/def2-TZVPD",
  "symbols": ["C", "C", "N", "N", "N", "N", "H", "H", "H", "H"],
  "positions_angstrom": [[-0.36650, -1.37838, -1.45148], [-0.15964, -0.02870, -1.00510], [0.92465, -0.32040, 2.58532], [-1.29025, -0.97176, -0.74361], [0.63980, 0.60134, 2.09130], [0.40868, 1.50867, 1.37926], [0.05619, -2.30638, -1.78268], [-0.27161, 0.89653, -1.68553], [0.44715, 0.25326, -0.22255], [-0.38846, 1.74581, 0.83507]],
  "orbital_gap_ev": 11.11,
  "relative_energy_kcal_mol": 123.0,
  "total_energy_ev": -8093.9802,
  "max_force_ha_per_bohr": 0.1195,
  "e_homo_ev": -10.00
}